(i)
Formula: C4H13NO
Source: the OMol25 dataset
Level of theory: ωB97M-V/def2-TZVPD

ORCA input file:
```
! wB97M-V def2-TZVPD RIJCOSX def2/J DEFGRID3
* xyz 0 1
C 1.01 0.30 1.62
C -0.19 0.65 0.75
N -0.10 0.14 -0.62
C -1.39 0.21 -1.31
C 1.05 0.60 -1.35
H 1.87 -0.03 1.03
H 1.37 1.14 2.21
H 0.76 -0.54 2.27
H -0.45 1.73 0.78
H -1.10 0.24 1.18
H -1.55 1.19 -1.77
H -2.18 0.05 -0.57
H -1.45 -0.61 -2.02
H 0.79 1.35 -2.12
H 1.78 1.05 -0.69
H 1.55 -0.23 -1.85
O -0.91 -2.47 1.09
H -0.80 -1.81 0.37
H -0.06 -2.96 1.00
*
```

Lowest unoccupied orbital energy = 0.96 eV
SMILES = CCN(C)C.O
HOMO-LUMO gap = 9.51 eV

natural (NBO) population analysis, charges in e, atoms 1 to 4:
1. C -0.635
2. C -0.223
3. N -0.471
4. C -0.413

***

(ii)
Formula: C4H13NO
Source: the OMol25 dataset
Level of theory: ωB97M-V/def2-TZVPD

ORCA input file:
```
! wB97M-V def2-TZVPD RIJCOSX def2/J DEFGRID3
* xyz 0 1
C 1.48 0.50 -1.22
N 1.45 0.48 0.25
C 1.47 -0.91 0.98
O 2.67 -0.75 1.58
H 0.53 0.17 -1.64
H 1.70 1.51 -1.57
H 2.28 -0.17 -1.54
H 2.48 0.44 0.87
H 0.74 1.11 0.63
H 1.39 -1.68 0.20
H 0.58 -0.96 1.64
C -2.07 0.75 0.24
C -2.12 -0.68 -0.29
H -1.45 1.39 -0.40
H -3.06 1.20 0.28
H -1.65 0.79 1.25
H -2.75 -1.31 0.34
H -1.13 -1.14 -0.31
H -2.53 -0.72 -1.30
*
```

Lowest unoccupied orbital energy = 0.76 eV
SMILES = C[NH2+]C[O-].CC
HOMO-LUMO gap = 9.35 eV

natural (NBO) population analysis, charges in e, atoms 1 to 4:
1. C -0.421
2. N -0.645
3. C 0.136
4. O -0.836

***

(iii)
Formula: C4H13NO
Source: the OMol25 dataset
Level of theory: ωB97M-V/def2-TZVPD

ORCA input file:
```
! wB97M-V def2-TZVPD RIJCOSX def2/J DEFGRID3
* xyz 0 1
C 1.29 -1.21 1.46
C 1.16 0.25 1.00
C 2.48 1.02 0.93
H 2.10 -1.73 0.95
H 0.34 -1.69 1.30
H 1.52 -1.24 2.53
H 0.45 0.77 1.64
H 0.68 0.28 0.02
H 2.30 1.99 0.47
H 2.93 1.21 1.90
H 3.19 0.50 0.29
N -2.09 1.05 -1.42
C -2.75 -0.15 -1.86
O -2.39 -1.34 -1.14
H -2.27 1.24 -0.45
H -1.11 0.96 -1.64
H -3.82 -0.02 -1.69
H -2.52 -0.31 -2.91
H -1.50 -1.57 -1.40
*
```

Lowest unoccupied orbital energy = 0.84 eV
SMILES = CCC.NCO
HOMO-LUMO gap = 10.60 eV

natural (NBO) population analysis, charges in e, atoms 1 to 4:
1. C -0.608
2. C -0.388
3. C -0.607
4. H 0.200

***

Which structure loses on stability? (ii) does.

***

(i)
Formula: C4H13NO
Source: the OMol25 dataset
Level of theory: ωB97M-V/def2-TZVPD

ORCA input file:
```
! wB97M-V def2-TZVPD RIJCOSX def2/J DEFGRID3
* xyz 0 1
C 0.64 1.50 -0.17
C -0.61 1.59 0.67
C -0.51 0.84 2.04
C -0.55 -0.68 1.99
N -1.73 -1.22 1.21
H 0.38 1.91 -1.16
H 0.90 0.50 -0.59
H 1.54 2.06 0.08
H -0.95 2.60 0.85
H -1.43 1.04 0.20
H 0.34 1.28 2.58
H -1.42 1.10 2.62
H -0.52 -1.12 2.99
H 0.36 -1.09 1.51
H -1.60 -0.79 0.30
H -1.38 -2.15 0.97
O 2.21 -1.73 -4.68
H 1.79 -0.87 -4.56
H 2.95 -1.71 -4.06
*
```

Lowest unoccupied orbital energy = 0.53 eV
SMILES = CCCCN.O
HOMO-LUMO gap = 10.25 eV

natural (NBO) population analysis, charges in e, atoms 1 to 4:
1. C -0.636
2. C -0.400
3. C -0.409
4. C -0.223

***

(ii)
Formula: C4H13NO
Source: the OMol25 dataset
Level of theory: ωB97M-V/def2-TZVPD

ORCA input file:
```
! wB97M-V def2-TZVPD RIJCOSX def2/J DEFGRID3
* xyz 0 1
C -0.31 0.69 -1.91
C -0.94 -0.49 -1.19
C -1.82 -0.03 -0.03
H -1.06 1.39 -2.26
H 0.35 1.23 -1.22
H 0.28 0.36 -2.76
H -1.56 -1.05 -1.91
H -0.15 -1.19 -0.79
H -2.29 -0.88 0.46
H -2.61 0.64 -0.37
H -1.22 0.51 0.70
N 1.04 0.75 1.67
C 1.83 -0.35 1.21
O 1.12 -1.61 1.34
H 0.88 0.69 2.67
H 1.42 1.65 1.40
H 2.76 -0.51 1.77
H 2.08 -0.17 0.15
H 0.19 -1.62 1.07
*
```

Lowest unoccupied orbital energy = 1.02 eV
SMILES = CCC.NCO
HOMO-LUMO gap = 10.68 eV

natural (NBO) population analysis, charges in e, atoms 1 to 4:
1. C -0.606
2. C -0.392
3. C -0.631
4. H 0.202

***

Which structure loses on stability? (i) does.

***

(i)
Formula: C4H12NOS
Source: the OMol25 dataset
Level of theory: ωB97M-V/def2-TZVPD

ORCA input file:
```
! wB97M-V def2-TZVPD RIJCOSX def2/J DEFGRID3
* xyz 1 1
N -0.68 0.10 -1.64
C 0.19 -0.07 -0.40
C 1.21 -1.08 -0.72
O 1.91 -0.58 -1.89
C -0.44 -0.40 0.92
C -0.52 0.80 1.91
S -1.63 2.05 1.27
H -0.01 -0.18 -2.35
H -1.54 -0.47 -1.50
H -1.03 1.07 -1.74
H 0.90 0.83 -0.46
H 2.03 -1.24 -0.03
H 0.76 -2.05 -1.02
H 2.71 -1.18 -2.15
H -0.16 -1.28 1.46
H -1.55 -0.69 0.82
H 0.58 1.07 2.23
H -0.85 0.48 2.91
H -1.88 2.80 2.36
*
```

Lowest unoccupied orbital energy = -3.21 eV
SMILES = [NH3+][C@H](CO)CCS
HOMO-LUMO gap = 9.51 eV

natural (NBO) population analysis, charges in e, atoms 1 to 4:
1. N -0.688
2. C -0.103
3. C -0.093
4. O -0.774

***

(ii)
Formula: C4H12NOS
Source: the OMol25 dataset
Level of theory: ωB97M-V/def2-TZVPD

ORCA input file:
```
! wB97M-V def2-TZVPD RIJCOSX def2/J DEFGRID3
* xyz 1 1
C -1.79 1.60 -0.28
S 0.01 1.80 -0.48
C 0.11 1.17 -2.18
H -2.03 0.66 -0.78
H -2.35 2.38 -0.81
H -2.11 1.53 0.76
H 0.99 1.64 -2.65
H 0.27 0.10 -2.28
H -0.76 1.44 -2.78
O 1.79 -1.46 2.78
C 1.83 -1.92 1.67
C 0.83 -1.49 0.61
N -0.14 -0.56 1.19
H 2.57 -2.68 1.40
H 1.44 -0.99 -0.15
H 0.36 -2.33 0.10
H -1.08 -0.96 1.18
H 0.06 -0.38 2.18
H 0.00 0.45 0.53
*
```

Lowest unoccupied orbital energy = -3.03 eV
HOMO-LUMO gap = 10.92 eV

natural (NBO) population analysis, charges in e, atoms 1 to 4:
1. C -0.741
2. S 0.344
3. C -0.758
4. H 0.219

***

Which structure loses on stability? (i) does.

***

(i)
Formula: C3H7NOS2
Source: the OMol25 dataset
Level of theory: ωB97M-V/def2-TZVPD

ORCA input file:
```
! wB97M-V def2-TZVPD RIJCOSX def2/J DEFGRID3
* xyz 0 1
C -1.58 0.23 -2.22
C -0.35 -0.59 -1.90
S 0.87 0.21 -0.87
C 0.10 -0.07 0.72
S -1.24 -0.98 1.12
N 0.70 0.64 1.70
O 1.96 1.12 1.49
H -1.36 1.22 -2.69
H -2.20 -0.34 -2.90
H -2.17 0.50 -1.32
H -0.61 -1.50 -1.39
H 0.19 -0.84 -2.82
H 0.53 0.24 2.62
H 1.87 2.02 1.16
*
```

Lowest unoccupied orbital energy = 0.45 eV
SMILES = CCSC(=S)NO
HOMO-LUMO gap = 9.19 eV

natural (NBO) population analysis, charges in e, atoms 1 to 4:
1. C -0.622
2. C -0.545
3. S 0.283
4. C -0.094

***

(ii)
Formula: C3H7NOS2
Source: the OMol25 dataset
Level of theory: ωB97M-V/def2-TZVPD

ORCA input file:
```
! wB97M-V def2-TZVPD RIJCOSX def2/J DEFGRID3
* xyz 0 1
C -1.78 -0.53 -0.57
S -0.86 -0.12 1.04
C 0.56 0.50 0.31
C 1.70 -0.43 0.50
O 1.66 -1.80 -0.20
N 0.90 1.58 -0.21
S -0.16 2.95 -0.33
H -2.68 -1.25 -0.46
H -1.02 -1.15 -1.15
H -2.07 0.49 -1.01
H 1.75 -0.60 1.76
H 2.83 0.11 0.30
H 0.70 -2.31 0.16
H -1.54 2.57 -0.14
*
```

Lowest unoccupied orbital energy = 0.06 eV
SMILES = CS/C(CO)=N\S
HOMO-LUMO gap = 9.34 eV

natural (NBO) population analysis, charges in e, atoms 1 to 4:
1. C -0.732
2. S 0.195
3. C 0.001
4. C -0.107

***

Which structure loses on stability? (ii) does.

***

(i)
Formula: C3H7NOS2
Source: the OMol25 dataset
Level of theory: ωB97M-V/def2-TZVPD

ORCA input file:
```
! wB97M-V def2-TZVPD RIJCOSX def2/J DEFGRID3
* xyz 0 1
O -0.17 -2.16 1.28
C 0.13 -1.33 0.46
C 0.00 0.13 0.60
C -0.89 0.70 -0.59
S -2.72 0.28 -0.35
N 1.35 0.75 0.41
S 2.66 -0.28 0.69
H 0.31 -1.53 -0.70
H -0.54 0.28 1.51
H -0.57 0.36 -1.63
H -0.79 1.88 -0.62
H -2.93 -0.29 -1.51
H 1.38 1.53 1.05
H 2.77 -0.32 -0.60
*
```

Lowest unoccupied orbital energy = 0.45 eV
SMILES = O=C[C@H](CS)NS
HOMO-LUMO gap = 9.83 eV

natural (NBO) population analysis, charges in e, atoms 1 to 4:
1. O -0.498
2. C 0.439
3. C -0.205
4. C -0.500

***

(ii)
Formula: C3H7NOS2
Source: the OMol25 dataset
Level of theory: ωB97M-V/def2-TZVPD

ORCA input file:
```
! wB97M-V def2-TZVPD RIJCOSX def2/J DEFGRID3
* xyz 0 1
C 2.09 1.46 0.33
S 0.39 1.23 -0.26
C -0.05 -0.48 0.21
C 1.16 -1.38 0.51
O 2.09 -1.55 -0.57
N -1.23 -0.89 0.12
S -2.66 0.02 -0.03
H 2.35 2.43 -0.10
H 2.76 0.73 -0.07
H 2.17 1.55 1.41
H 1.72 -1.00 1.40
H 0.69 -2.35 0.77
H 1.55 -1.52 -1.38
H -2.20 1.24 0.09
*
```

Lowest unoccupied orbital energy = 0.67 eV
SMILES = CS/C(CO)=N\S
HOMO-LUMO gap = 9.39 eV

natural (NBO) population analysis, charges in e, atoms 1 to 4:
1. C -0.749
2. S 0.157
3. C 0.124
4. C -0.126

***

Which structure loses on stability? (i) does.